[1]
148
Properties=species:S:1:pos:R:3:mulliken_charge:R:1 method="wB97M-V/def2-TZVPD" e_homo_ev=-8.874 smiles=COC[C@H](C)N.COC[C@H](C)N.COC[C@H](C)N.COC[C@H](C)N.COC[C@H](C)N.COC[C@H](C)N.COC[C@H](C)N.COC[C@H](C)N.O.O.O.O
C 8.9697 2.4911 -7.5139 -0.9088
O 7.8903 2.5192 -6.6078 -0.3224
C 7.5368 1.1035 -6.3256 -0.8150
C 6.1352 1.0677 -5.6931 0.4752
C 5.5823 -0.3225 -5.5527 -1.3521
N 5.0987 1.6713 -6.4923 -0.7996
H 9.0722 3.5128 -7.8797 0.3202
H 8.6817 2.1123 -8.4945 0.3790
H 9.9939 2.2001 -7.2807 0.3130
H 7.5677 0.5843 -7.2835 0.3336
H 8.3483 0.5618 -5.8395 0.4009
H 6.0572 1.7357 -4.8354 0.3682
H 5.5272 -0.7897 -6.5360 0.3555
H 4.5940 -0.2654 -5.0964 0.3809
H 6.2441 -0.9531 -4.9591 0.3465
H 4.3399 1.7006 -5.8264 0.2571
H 5.4511 2.5982 -6.6843 0.2676
C 0.0022 -1.9480 2.4444 -0.8530
O -0.4547 -0.7920 1.5976 -0.2711
C 0.4778 -0.3224 0.6266 -0.5845
C -0.2305 0.8235 -0.2543 0.2962
C -1.4136 0.2894 -1.1767 -1.1966
N 0.6622 1.5513 -1.1517 -0.7484
H 0.5919 -1.5231 3.2566 0.3240
H 0.4714 -2.8094 1.9690 0.3374
H -0.7489 -2.5293 2.9794 0.2841
H 1.4379 -0.0329 1.0540 0.3423
H 0.6371 -1.1219 -0.0969 0.2948
H -0.6063 1.5139 0.5008 0.2979
H -1.7629 1.0579 -1.8663 0.3636
H -2.2231 -0.0331 -0.5219 0.2683
H -0.9967 -0.5672 -1.7063 0.3057
H 0.2382 2.4492 -1.3361 0.2682
H 1.4276 1.8355 -0.5572 0.2694
C 5.9278 12.5571 -2.5034 -0.7628
O 5.6400 11.5109 -1.5647 -0.3352
C 5.7695 10.2159 -2.1285 -0.7897
C 5.5154 9.0823 -1.1182 0.6563
C 5.8542 7.6667 -1.5750 -1.3455
N 4.0385 9.0980 -0.8578 -0.7618
H 5.6389 12.3225 -3.5278 0.3152
H 6.9835 12.7736 -2.6672 0.3020
H 5.4124 13.4716 -2.2098 0.2725
H 5.0173 10.2120 -2.9174 0.3536
H 6.7732 10.1635 -2.5502 0.3446
H 6.0018 9.3303 -0.1748 0.2693
H 5.4510 7.5466 -2.5806 0.3222
H 5.5463 6.8837 -0.8820 0.3749
H 6.9339 7.5888 -1.7019 0.3367
H 3.7796 10.0043 -0.4951 0.2351
H 3.7730 8.4263 -0.1519 0.2129
C 0.0558 -2.6285 15.6233 -0.6866
O -1.1033 -2.1994 14.8778 -0.3661
C -0.9757 -2.1422 13.4841 -0.8567
C -0.4765 -3.4790 12.8924 0.7640
C -0.2513 -3.4572 11.3575 -1.4307
N -1.4402 -4.4541 13.1135 -0.7017
H 0.2091 -3.7066 15.5753 0.2372
H 0.0276 -2.3027 16.6631 0.2546
H 0.9033 -2.1458 15.1367 0.3375
H -1.9871 -2.0253 13.0948 0.4185
H -0.3886 -1.3340 13.0480 0.3534
H 0.4625 -3.8661 13.2882 0.2089
H -0.9381 -2.7818 10.8473 0.2987
H -0.4680 -4.3967 10.8491 0.3864
H 0.7444 -3.0764 11.1301 0.3540
H -1.0857 -5.3942 13.0105 0.2036
H -1.9114 -4.4443 14.0068 0.2251
C -3.5627 -0.1458 -13.2043 -0.7187
O -3.7773 -1.3717 -12.5372 -0.3423
C -3.0268 -1.5152 -11.3572 -0.8302
C -2.4826 -2.9481 -11.0182 0.5382
C -1.5183 -3.0679 -9.8035 -1.3857
N -1.8667 -3.6702 -12.0917 -0.7436
H -3.8780 0.7574 -12.6820 0.3017
H -4.1655 -0.1030 -14.1114 0.2602
H -2.5009 0.0441 -13.3611 0.3231
H -2.1766 -0.8360 -11.2940 0.4075
H -3.7402 -1.1701 -10.6088 0.3383
H -3.3842 -3.4965 -10.7453 0.2695
H -1.0931 -4.0715 -9.8105 0.3657
H -1.9642 -2.8018 -8.8451 0.3506
H -0.7241 -2.3297 -9.9150 0.3219
H -2.4775 -3.7204 -12.8946 0.3022
H -1.2938 -2.9744 -12.5476 0.2417
C -6.3827 -3.1396 -2.6678 -0.7377
O -5.5548 -3.9301 -1.8185 -0.3290
C -6.1650 -4.7111 -0.7113 -1.0070
C -5.2231 -4.9311 0.4242 0.6840
C -5.7247 -5.8512 1.5067 -1.4011
N -4.9994 -3.6992 1.1191 -0.6768
H -5.8236 -2.5833 -3.4201 0.2769
H -6.7529 -2.2677 -2.1285 0.3015
H -7.1716 -3.7268 -3.1378 0.2964
H -7.1075 -4.3044 -0.3448 0.4108
H -6.4173 -5.6826 -1.1363 0.4129
H -4.2534 -5.2000 0.0054 0.2619
H -6.5463 -5.5449 2.1543 0.3302
H -4.9417 -6.1625 2.1982 0.3569
H -5.8863 -6.7839 0.9663 0.3646
H -4.0298 -3.4999 1.3195 0.2229
H -5.2438 -3.0024 0.4300 0.2365
C 3.6247 -7.6250 7.3638 -0.8063
O 3.3653 -8.9631 6.9558 -0.3476
C 1.9690 -9.0723 6.8270 -0.7407
C 1.5052 -10.4785 6.3741 0.3437
C 1.7971 -11.5309 7.4017 -1.2394
N 2.1413 -10.9145 5.0984 -0.7067
H 3.3813 -7.6215 8.4263 0.3269
H 3.0096 -6.7997 7.0051 0.3292
H 4.6434 -7.2808 7.1853 0.2736
H 1.4381 -8.8303 7.7477 0.3753
H 1.6117 -8.3398 6.1031 0.4054
H 0.4716 -10.3404 6.0569 0.2192
H 2.8318 -11.3891 7.7137 0.3080
H 1.7269 -12.5694 7.0780 0.4024
H 1.1848 -11.3730 8.2896 0.2963
H 1.8551 -11.8609 5.3047 0.2715
H 3.1306 -10.7116 5.0916 0.2893
C -6.5525 7.0520 -4.9514 -0.8334
O -5.1702 7.4514 -4.8748 -0.3177
C -4.4062 6.8567 -3.8515 -0.5843
C -2.8911 7.1402 -4.0367 0.4271
C -2.4326 6.3935 -5.3349 -1.3859
N -2.0332 6.7097 -2.9882 -0.5692
H -6.8875 6.0467 -5.2071 0.3147
H -7.0309 7.6737 -5.7082 0.2920
H -7.1081 7.4396 -4.0974 0.3276
H -4.7641 7.2801 -2.9130 0.3607
H -4.6379 5.8113 -3.6475 0.4045
H -2.7146 8.1794 -4.3144 0.1436
H -1.4149 6.5427 -5.6957 0.3788
H -3.0268 6.6901 -6.1992 0.3211
H -2.3466 5.3167 -5.1894 0.3130
H -1.1322 7.1654 -2.9647 0.2145
H -2.4107 6.7012 -2.0514 0.1945
O -0.6431 6.4312 3.6700 -0.6419
H -0.3801 7.2676 4.0542 0.3232
H -1.0076 5.9347 4.4027 0.3185
O -6.3575 -1.9345 5.7948 -0.6365
H -5.8426 -2.2068 5.0352 0.3242
H -6.9255 -2.6823 5.9804 0.3090
O -3.3040 1.7616 4.9630 -0.6291
H -3.9038 1.0370 5.1398 0.3145
H -3.3523 1.8874 4.0153 0.3181
O 0.3885 1.5949 7.4048 -0.6398
H 0.5642 2.4743 7.7396 0.3154
H -0.1398 1.7381 6.6196 0.3203

***

[2]
144
Properties=species:S:1:pos:R:3:mulliken_charge:R:1 method="wB97M-V/def2-TZVPD" e_homo_ev="0.429 / -7.263" total_charge=-1 spin_multiplicity=2
C 3.1679 3.0110 2.9338 -1.6648
C 2.2081 2.3352 1.9310 0.9324
O 2.9065 1.4210 1.0916 -0.6418
H 2.5827 3.3933 3.7701 0.4373
H 3.7700 3.7865 2.4601 0.3230
H 3.8677 2.2622 3.3048 0.2334
H 1.5584 3.0654 1.4486 -0.0263
H 1.5230 1.7324 2.5272 -0.3067
H 3.3034 0.7009 1.5870 -0.3746
C 4.7663 0.8369 -3.1133 -1.6723
C 3.7195 0.5652 -2.0593 0.9928
O 3.2789 1.7891 -1.5018 -0.4932
H 4.4831 1.5505 -3.8871 0.3103
H 4.8914 -0.1236 -3.6131 0.4605
H 5.7056 1.0596 -2.6072 0.4106
H 4.2065 -0.0413 -1.2956 -0.0415
H 2.8299 0.0822 -2.4636 -0.2069
H 2.9861 1.5762 -0.6126 0.3219
C -3.8539 -3.0160 -1.8627 -1.6039
C -2.8545 -1.8919 -1.5305 1.1396
O -3.5075 -0.6347 -1.5924 -0.7441
H -4.8083 -2.9604 -1.3392 0.3966
H -3.4012 -3.9954 -1.7079 0.2949
H -4.1824 -3.0023 -2.9019 0.4027
H -1.9937 -1.9680 -2.1950 0.1637
H -2.4834 -1.8952 -0.5056 -0.5582
H -2.8234 0.0098 -1.3971 0.1296
C 1.0888 1.9228 -4.5494 -0.4310
C 0.8908 0.4428 -4.7830 0.3460
O 0.4290 0.3380 -6.1027 -0.5931
H 1.2742 2.1232 -3.4941 -0.1076
H 0.1521 2.4150 -4.8113 0.0129
H 1.9245 2.3374 -5.1132 0.4646
H 0.1534 0.1225 -4.0469 -0.1780
H 1.7856 -0.1489 -4.5898 0.1201
H -0.2133 -0.3751 -6.1260 0.3722
C 0.1081 5.7111 0.7677 -1.1454
C -1.0039 4.8921 0.1525 -0.5439
O -0.5616 3.6146 -0.2352 0.5608
H -0.2174 6.6918 1.1148 0.4810
H 0.9160 6.0190 0.1039 0.0899
H 0.4920 5.1738 1.6349 0.2476
H -1.3114 5.3309 -0.7968 0.2684
H -1.8824 4.8757 0.7975 0.4763
H 0.2062 3.8240 -0.7720 -0.2723
C 1.0075 5.7227 -3.3154 -0.8917
C 2.1838 4.8994 -2.7578 -0.1852
O 1.6980 4.0169 -1.8414 -0.4143
H 1.4035 6.4776 -3.9946 0.4086
H 0.4333 6.1347 -2.4855 0.1438
H 0.3732 5.0249 -3.8621 0.1046
H 2.8575 5.5588 -2.2107 0.3361
H 2.6182 4.3456 -3.5901 0.2533
H 2.2015 3.2040 -1.9260 0.1565
C -3.8632 -1.9167 2.2285 0.0715
C -3.8343 -2.7907 3.4784 -0.6823
O -3.3088 -2.1190 4.5473 -0.2859
H -4.2600 -2.4023 1.3369 0.3397
H -2.8573 -1.6715 1.8878 -0.6615
H -4.4706 -1.0269 2.3939 0.2948
H -3.2884 -3.7222 3.3288 0.3990
H -4.8594 -3.0671 3.7251 0.2801
H -3.1273 -2.7838 5.2157 0.2281
C 0.1707 -3.6902 4.4565 -1.7308
C 0.5426 -2.2414 4.1552 1.9710
O 1.8656 -2.0664 4.6594 2.0516
H 0.8332 -4.3781 3.9312 0.2333
H -0.8419 -3.9345 4.1356 0.1596
H 0.1360 -3.8093 5.5394 0.3074
H -0.0736 -1.5413 4.7193 0.4916
H 0.3581 -2.0267 3.1026 -0.9818
H 1.9126 -1.9905 5.6153 -1.1697
C -5.1081 1.5804 0.7316 -0.4831
C -6.0240 0.9453 -0.3415 -0.5327
O -5.7970 -0.4108 -0.2601 -0.5962
H -4.0715 1.3446 0.4912 -0.1665
H -5.2611 1.2269 1.7513 0.2430
H -5.1271 2.6661 0.8268 0.4928
H -5.7362 1.3659 -1.3050 0.1959
H -7.0656 1.2501 -0.2399 0.3783
H -4.9842 -0.6084 -0.7312 0.4617
C 0.2126 -0.3639 0.6363 1.9950
C -0.1431 0.3484 -0.6794 1.0472
O -1.4178 0.9905 -0.6025 1.2686
H 0.2298 0.4438 1.3680 -0.7681
H 1.2353 -0.7357 0.6989 0.1672
H -0.4088 -1.2346 0.8460 -0.8824
H -0.2022 -0.4192 -1.4510 -0.9724
H 0.6455 1.0170 -1.0248 -0.3110
H -1.1941 1.8898 -0.3518 -0.3869
C -2.3943 2.8784 -2.8955 0.4352
C -2.8317 3.0777 -4.3328 -0.6943
O -3.8017 4.0611 -4.4374 -0.5507
H -3.1640 2.3279 -2.3545 -0.1398
H -2.2885 3.8416 -2.3963 0.0202
H -1.4311 2.3757 -2.8077 -0.1589
H -3.1226 2.1272 -4.7801 0.3268
H -1.9098 3.3381 -4.8528 0.3137
H -3.9277 4.3490 -5.3445 0.3299
C -2.0477 -5.1455 0.8332 -1.8055
C -0.8235 -4.2754 0.7302 2.1829
O 0.3390 -5.0977 0.8732 -0.7514
H -2.0135 -5.8013 1.7032 0.3551
H -1.9088 -5.8433 0.0074 0.4368
H -2.9924 -4.6019 0.8286 0.2654
H -0.8046 -3.5429 1.5370 -0.7333
H -0.8385 -3.6817 -0.1838 -0.3260
H 1.0248 -4.4791 1.1352 0.1464
C -2.7062 2.1165 3.3766 -1.1952
C -1.7636 0.8743 3.4628 0.9439
O -1.9155 0.3599 4.7822 -0.4977
H -3.7409 1.7767 3.4211 0.2453
H -2.4801 2.6362 2.4455 0.1029
H -2.4058 2.8450 4.1296 0.4013
H -0.7292 1.2144 3.4124 -0.0810
H -1.9109 0.1257 2.6843 -0.4718
H -2.4436 -0.4377 4.7015 0.3430
C 1.3130 -3.1343 -2.9485 -0.2006
C 0.5119 -4.3822 -3.2738 -0.2447
O -0.5652 -4.0079 -4.1144 -0.5653
H 0.7992 -2.2009 -2.7184 -0.0398
H 1.9310 -2.8840 -3.8108 0.4971
H 2.0641 -3.3154 -2.1797 -0.1712
H 0.0393 -4.9250 -2.4552 0.1166
H 1.1667 -5.1474 -3.6906 0.3495
H -1.2806 -4.6369 -3.9962 0.3124
C 4.3346 -4.1877 1.5224 -1.8052
C 3.6258 -3.2568 0.6071 0.4215
O 2.3378 -3.0148 1.0663 1.0511
H 4.3453 -3.8667 2.5640 0.3277
H 5.3804 -4.3774 1.2805 0.3660
H 3.7608 -5.1120 1.5897 0.3995
H 3.4919 -3.5934 -0.4209 0.1808
H 4.1516 -2.3023 0.5842 -0.2683
H 2.3976 -2.1812 1.5387 -0.3111
C 5.6434 -0.1767 2.3701 -1.2376
C 4.6231 -0.8089 3.3836 -2.3154
O 3.3550 -0.9426 2.7643 -0.2774
H 5.3604 0.8652 2.2202 0.1356
H 5.6131 -0.6428 1.3852 0.1632
H 6.6469 -0.1677 2.7956 0.3601
H 4.5531 -0.2519 4.3180 0.8294
H 4.9204 -1.8223 3.6532 0.1750
H 2.8425 -1.4058 3.4308 0.1470

***

DFT total energy
In order: -71221.109, -67496.637
Unit: eV
Relative energy (zero: lowest compared OMol25 entry of this formula, charge and spin)
In order: 163.7, 7.7
Unit: kcal/mol
Max |F|
In order: 3.6, 2.5
Unit: eV/Å